# 1
This record from the OMol25 dataset describes a single C2H2N2OS2 molecule at a distorted geometry. The level of theory is wB97M-V/def2-TZVPD.

Each line ends with the Löwdin charge.
Atoms and positions in Å:
S: 2.570 -0.579 0.113  0.6488
C: 1.047 0.014 -0.140  -0.9798
N: 0.796 1.301 0.005  -0.0104
N: -0.650 1.429 -0.109  0.0341
C: -1.146 0.061 -0.015  -0.9104
S: -2.610 -0.524 0.073  0.7991
O: -0.034 -0.717 -0.258  -0.0203
H: 1.530 2.062 -0.247  0.2050
H: -1.062 1.762 0.991  0.2338

Output
* net charge: 0
* multiplicity: 1
* calculated total energy: -28802.064 eV
* Kohn-Sham gap: 8.497 eV
* structure (SMILES): S=c1[nH][nH]c(=S)o1
* ΔE to the lowest compared entry with this formula, charge and spin: 1.560 eV
* lowest unoccupied orbital energy: -0.015 hartree
* highest occupied orbital energy: -0.327 hartree

# 2
This record from the OMol25 dataset describes a single C3H6N4 molecule at a distorted geometry. The level of theory is wB97M-V/def2-TZVPD.

Each line ends with the Löwdin charge.
Atoms and positions in Å:
H: 3.066 -0.049 -0.375  0.0545
N: 2.353 -0.779 -0.153  0.1081
C: 1.214 -0.170 -0.038  -0.4231
C: 0.687 1.254 0.047  -0.1457
N: -0.787 1.231 0.020  0.0773
C: -1.048 0.001 0.013  -0.5194
N: -2.275 -0.609 -0.247  0.1122
N: 0.056 -0.840 0.315  0.1173
H: 1.021 2.073 -0.690  0.1396
H: 0.892 1.457 1.118  0.1264
H: -3.053 -0.022 -0.413  0.0663
H: -2.430 -1.203 0.688  0.1574
H: -0.033 -1.779 -0.001  0.1290

Output
* net charge: 0
* multiplicity: 1
* calculated total energy: -9168.054 eV
* Kohn-Sham gap: 10.006 eV
* structure (SMILES): [H]/N=C1\CN=C(N)N1
* ΔE to the lowest compared entry with this formula, charge and spin: 0.802 eV
* lowest unoccupied orbital energy: 0.029 hartree
* highest occupied orbital energy: -0.339 hartree

# 3
This record from the OMol25 dataset describes 2 unconnected molecules or ions with the total composition C5H7N. The level of theory is wB97M-V/def2-TZVPD.

Each line ends with the Löwdin charge.
Atoms and positions in Å:
C: -1.554 0.717 0.238  0.1259
N: -0.316 0.449 0.113  -0.1699
C: 0.285 -0.770 0.802  -0.0764
C: 1.578 -0.628 0.398  -0.1767
C: 1.807 0.545 -0.456  -0.0711
C: 0.645 1.196 -0.633  -0.1037
H: -2.150 0.048 0.850  0.0839
H: -2.219 -2.516 0.022  0.0242
H: -1.987 1.585 -0.255  0.1075
H: -1.583 -2.244 0.317  -0.0257
H: 2.369 -1.319 0.668  0.0720
H: 2.756 0.852 -0.882  0.1020
H: 0.367 2.086 -1.181  0.1079

Output
* net charge: 0
* multiplicity: 1
* calculated total energy: -6783.564 eV
* Kohn-Sham gap: 7.397 eV
* ΔE to the lowest compared entry with this formula, charge and spin: 4.948 eV
* lowest unoccupied orbital energy: -0.028 hartree
* highest occupied orbital energy: -0.300 hartree

# 4
This record from the OMol25 dataset describes a molecular structure, C15H21As2MoN2O2Se at a distorted geometry. The level of theory is wB97M-V/def2-TZVPD.

Each line ends with the Löwdin charge.
Atoms and positions in Å:
Mo: -0.501 0.100 -0.452  0.9182
C: 3.188 -0.279 0.627  -0.2255
As: 2.006 0.648 -0.620  1.1155
C: 3.235 0.894 -2.146  -0.1900
C: 1.973 2.528 0.034  -0.4051
C: 3.148 3.085 0.523  -0.0782
C: 3.189 4.410 0.936  -0.0054
C: 2.049 5.195 0.856  -0.0080
C: 0.874 4.658 0.354  -0.0693
C: 0.824 3.330 -0.058  -0.4154
As: -0.837 2.572 -0.770  1.0919
C: -2.322 3.637 -0.084  -0.2073
C: -0.793 3.065 -2.669  -0.2229
H: 4.227 0.024 0.439  0.0664
H: 3.119 -1.358 0.450  0.0467
H: 2.919 -0.066 1.667  0.0497
H: 4.025 1.573 -1.789  0.0625
H: 2.769 1.340 -3.030  0.0486
H: 3.684 -0.074 -2.407  0.0503
H: 4.053 2.485 0.589  0.1172
H: 4.106 4.822 1.328  0.1364
H: 2.076 6.221 1.191  0.1358
H: -0.020 5.275 0.280  0.1168
H: -2.304 4.625 -0.570  0.0728
H: -2.265 3.756 1.004  0.0628
H: -3.271 3.148 -0.338  0.0581
H: -0.596 4.145 -2.746  0.0705
H: -1.769 2.859 -3.129  0.0562
H: -0.008 2.526 -3.217  0.0375
C: 1.512 -4.100 -3.575  0.0414
N: 0.466 -3.304 -2.979  -0.0016
C: -0.829 -3.496 -3.229  0.0763
C: -1.841 -2.695 -2.708  0.0956
C: -1.420 -1.693 -1.843  -0.4293
O: -2.065 -0.781 -1.169  -0.1384
N: -0.103 -1.550 -1.552  -0.0302
C: 0.895 -2.276 -2.122  -0.4561
O: 2.053 -2.003 -1.893  0.0743
H: 1.094 -4.794 -4.299  0.1195
H: 2.054 -4.649 -2.800  0.1285
H: 2.241 -3.446 -4.059  0.1219
H: -1.089 -4.324 -3.879  0.1727
H: -2.879 -2.856 -2.954  0.1500
Se: -0.530 -0.007 1.787  0.5889

Output
* net charge: +3
* multiplicity: 1
* calculated total energy: -211821.184 eV
* Kohn-Sham gap: 5.100 eV
* ΔE to the lowest compared entry with this formula, charge and spin: 0.997 eV
* lowest unoccupied orbital energy: -0.495 hartree
* highest occupied orbital energy: -0.682 hartree

# 5
This record from the OMol25 dataset describes a single C2H6N4O molecule at a distorted geometry. The level of theory is wB97M-V/def2-TZVPD.

Each line ends with the Löwdin charge.
Atoms and positions in Å:
N: 2.808 0.557 -0.625  0.1838
C: 1.681 0.539 -0.192  -0.2776
N: 0.786 0.321 0.610  0.1453
C: -0.525 -0.131 0.278  -0.7337
N: -0.496 -1.501 -0.138  0.1089
N: -0.958 0.697 -0.843  0.0975
O: -1.357 0.081 1.406  -0.0070
H: 3.231 1.279 -1.173  0.0674
H: -1.435 -1.867 -0.237  0.0825
H: 0.036 -2.069 0.508  0.0861
H: -1.175 1.635 -0.526  0.0842
H: -1.795 0.308 -1.260  0.0745
H: -0.802 0.152 2.191  0.0882

Output
* net charge: 0
* multiplicity: 1
* calculated total energy: -10178.633 eV
* Kohn-Sham gap: 10.354 eV
* structure (SMILES): N=C=NC(N)(N)O
* ΔE to the lowest compared entry with this formula, charge and spin: 1.428 eV
* lowest unoccupied orbital energy: 0.028 hartree
* highest occupied orbital energy: -0.353 hartree

# 6
This record from the OMol25 dataset describes 2 unconnected molecules or ions with the total composition HO5S2 at a distorted geometry. The level of theory is wB97M-V/def2-TZVPD.

Each line ends with the Löwdin charge.
Atoms and positions in Å:
O: 1.214 -1.023 -3.129  -0.5623
O: 1.418 1.270 -2.464  -0.5783
O: -1.874 -1.192 2.573  -0.4339
O: 1.004 -0.477 -0.800  -0.4038
O: -2.133 1.030 3.515  -0.4595
S: 0.571 0.054 -2.316  0.5250
S: -1.319 0.127 2.723  0.8862
H: 1.117 0.210 -0.103  0.0266

Output
* net charge: -1
* multiplicity: 1
* calculated total energy: -31924.943 eV
* Kohn-Sham gap: 4.849 eV
* ΔE to the lowest compared entry with this formula, charge and spin: 0.851 eV
* lowest unoccupied orbital energy: 0.034 hartree
* highest occupied orbital energy: -0.145 hartree

What is the highest occupied orbital energy in the third record? -0.300 hartree

What is the multiplicity in the fifth record? 1